Below is a cluster of 2 separate species, C4H8N2 in total at a distorted geometry, with properties calculated with ωB97M-V with the def2-TZVPD basis set.

Last column: Löwdin charge in e.
Element x y z (Å)
C -0.67985 1.03123 -0.74804  -0.0684
C 0.16607 -0.09408 -0.53368  -0.4299
C 1.53446 0.07189 0.03656  -0.0164
N -0.32875 -1.31178 -0.58098  0.1884
C -1.31172 0.23206 1.86274  -0.3103
N -0.81856 -0.74459 2.28811  -0.1135
H -1.11107 0.98226 0.42352  0.0288
H -1.55388 0.87395 -1.38304  0.0961
H -0.17480 1.98039 -0.91757  0.0924
H 2.29151 -0.18677 -0.71178  0.0986
H 1.64154 -0.57612 0.91273  0.0853
H 1.68798 1.10543 0.35030  0.0940
H 0.06972 -2.01864 0.02682  0.1229
H -1.31999 -1.42256 -0.75720  0.1317

Forces on atoms 1 to 6 (eV/Å):
C -0.029 0.041 -0.065
C -0.067 -0.181 0.159
C -0.012 0.063 0.022
N -0.018 0.187 0.104
C 0.331 -0.896 0.634
N -0.455 0.885 -0.452

Calculated values
- lowest unoccupied orbital energy (eV) = 0.19
- energy relative to the best compared isomer or geometry (same formula, charge and spin) (kcal per mole) = 51.6
- total energy (Eh) = -266.63977
- multiplicity = 1
- HOMO level (eV) = -9.1
- molar mass (g/mol) = 84.12


Below is the molecule C4H8N2 at a distorted geometry, with properties calculated with ωB97M-V with the def2-TZVPD basis set.

Last column: Löwdin charge in e.
Element x y z (Å)
C 2.06781 0.07504 0.27001  -0.0971
C 0.60877 0.49427 0.23234  -0.3135
N -0.14806 -0.34525 -0.67119  -0.0966
C -1.53948 -0.02379 -0.67979  -0.2413
C -2.25430 -0.16209 0.65026  -0.1917
N -3.00155 -0.87209 1.17403  0.1311
H 2.49312 0.08585 -0.73810  0.0755
H 2.17509 -0.93659 0.67814  0.0734
H 2.65015 0.75103 0.90117  0.0722
H 0.17022 0.49086 1.25007  0.1088
H 0.51719 1.52366 -0.13839  0.1178
H 0.02018 -1.33573 -0.51702  0.1228
H -2.04523 -0.73048 -1.37035  0.1309
H -1.71391 0.98532 -1.04118  0.1078

Forces on atoms 1 to 6 (eV/Å):
C 0.060 0.006 0.042
C 0.189 0.164 0.143
N 0.074 0.091 -0.044
C -0.050 -0.067 -0.475
C -0.705 -1.864 -1.062
N 0.190 0.860 0.938

Calculated values
- SMILES = CCNCC#N
- lowest unoccupied orbital energy (eV) = 0.73
- energy relative to the best compared isomer or geometry (same formula, charge and spin) (kcal per mole) = 24.0
- total energy (Eh) = -266.68370
- multiplicity = 1
- HOMO level (eV) = -9.7
- molar mass (g/mol) = 84.12


Below is the molecule C4H8N2 at a distorted geometry, with properties calculated with ωB97M-V with the def2-TZVPD basis set.

Last column: Löwdin charge in e.
Element x y z (Å)
H -1.55246 2.52320 -0.10586  0.0498
N -1.71866 1.55520 -0.33622  0.1402
C -1.09357 0.63538 0.20642  -0.5596
C -1.71997 -0.81187 0.01674  -0.0204
N -0.12055 0.63128 1.11925  0.0913
C 1.08641 0.38871 0.90531  -0.1965
C 1.63351 -0.11633 -0.41511  -0.0558
H -2.43099 -0.78296 -0.81423  0.0700
H -2.28538 -1.11711 0.88999  0.0662
H -0.92104 -1.51551 -0.19138  0.0512
H 1.77857 0.47424 1.75850  0.1115
H 1.77170 -1.25834 -0.19453  0.1233
H 2.51464 0.27463 -0.82010  0.0388
H 0.82024 0.20874 -1.13050  0.0899

Forces on atoms 1 to 6 (eV/Å):
H 0.855 0.085 0.216
N -1.464 1.566 -1.140
C -2.433 -3.593 -0.519
C 0.528 1.234 -0.607
N 1.237 1.151 1.859
C 1.664 -0.018 0.047

Calculated values
- SMILES = [H]/N=C(C)\N=C/C
- lowest unoccupied orbital energy (eV) = 0.94
- energy relative to the best compared isomer or geometry (same formula, charge and spin) (kcal per mole) = 32.2
- total energy (Eh) = -266.67075
- multiplicity = 1
- HOMO level (eV) = -9.2
- molar mass (g/mol) = 84.12


Below is the molecule C4H8N2 at a distorted geometry, with properties calculated with ωB97M-V with the def2-TZVPD basis set.

Last column: Löwdin charge in e.
Element x y z (Å)
C -0.49924 -1.76450 -0.13826  -0.1433
N -0.49744 -1.29742 1.24085  -0.0153
C -0.75569 -0.33980 0.15896  -0.2876
C 0.46101 0.52917 0.14072  -0.3086
C 0.89151 1.32692 -1.04359  -0.1377
N 0.27277 1.97510 0.11456  0.0116
H -1.32094 -2.39832 -0.45531  0.1012
H 0.47976 -2.02690 -0.54552  0.1078
H -1.28414 -1.57399 1.80870  0.0914
H -1.74122 0.09662 -0.00019  0.1457
H 1.01799 -0.04079 0.92230  0.1482
H 0.26749 1.34076 -1.94110  0.1006
H 1.94417 1.51897 -1.25415  0.0978
H 0.98563 2.45390 0.65713  0.0883

Forces on atoms 1 to 6 (eV/Å):
C -0.044 -0.287 -0.121
N -0.316 -0.294 0.409
C -0.102 0.027 0.138
C -0.198 -0.157 0.037
C 0.104 -0.158 -0.146
N 0.050 0.181 0.261

Calculated values
- SMILES = C1N[C@H]1[C@H]1CN1
- lowest unoccupied orbital energy (eV) = 1.22
- energy relative to the best compared isomer or geometry (same formula, charge and spin) (kcal per mole) = 62.5
- total energy (Eh) = -266.62246
- multiplicity = 1
- HOMO level (eV) = -9.4
- molar mass (g/mol) = 84.12


Below is a cluster of 2 separate species, C4H8N2 in total at a distorted geometry, with properties calculated with ωB97M-V with the def2-TZVPD basis set.

Last column: Löwdin charge in e.
Element x y z (Å)
C -1.58877 -0.45246 0.43905  -0.0365
C -0.60958 -0.05384 -0.66310  -0.5123
N -0.92763 0.83183 -1.58718  0.1095
H -0.14389 1.46823 -1.76351  0.0480
H -0.20057 -1.25194 -1.38204  0.1936
H -2.59908 -0.48034 0.03057  0.0794
H -1.56025 0.29790 1.23201  0.0855
H -1.32218 -1.42327 0.85777  0.0814
C 1.60824 0.50535 0.79917  -0.0289
C 0.86324 -0.25590 -0.23750  -0.4427
N 1.11978 -1.29271 -0.90565  0.1730
H 2.65151 0.18963 0.82455  0.0813
H 1.55318 1.57381 0.57522  0.0834
H 1.15597 0.34372 1.78065  0.0854

Forces on atoms 1 to 6 (eV/Å):
C -0.158 -0.886 -1.004
C 0.969 4.273 1.650
N -0.155 -0.997 1.117
H 0.050 -0.448 -0.302
H 3.447 -1.697 0.082
H 0.006 -0.046 0.101

Calculated values
- lowest unoccupied orbital energy (alpha / beta) (eV) = -0.01 / -0.01
- energy relative to the best compared isomer or geometry (same formula, charge and spin) (kcal per mole) = 88.6
- total energy (Eh) = -266.58080
- multiplicity = 1
- HOMO level (alpha / beta) (eV) = -9.0 / -9.0
- molar mass (g/mol) = 84.12


Below is the molecule C4H8N2 at a distorted geometry, with properties calculated with ωB97M-V with the def2-TZVPD basis set.

Last column: Löwdin charge in e.
Element x y z (Å)
C 2.44094 -0.33712 -0.08282  -0.1218
C 1.18527 0.51192 0.18037  -0.1573
C -0.06364 0.10138 -0.14133  -0.1627
C -1.19714 0.98943 -0.14263  -0.2740
N -2.36865 0.59646 -0.13731  -0.0826
N -2.57732 -0.78751 0.02661  -0.0564
H 2.99051 -0.03789 -1.04138  0.0928
H 3.18083 -0.32747 0.73055  0.0676
H 2.10507 -1.30298 -0.37473  0.0431
H 1.37744 1.46471 0.92084  0.1524
H -0.29679 -0.80495 -0.88828  0.1554
H -1.09322 2.07011 -0.17577  0.1101
H -2.10145 -1.10310 1.05543  0.1664
H -3.58185 -1.03300 0.07046  0.0671

Forces on atoms 1 to 6 (eV/Å):
C 0.083 1.505 -1.411
C 0.803 0.541 2.007
C 1.527 -0.686 -2.297
C 1.441 0.902 0.665
N -3.847 -1.147 0.113
N 1.548 -1.131 3.369

Calculated values
- SMILES = C/C=C/C=N\N
- lowest unoccupied orbital energy (eV) = 0.78
- energy relative to the best compared isomer or geometry (same formula, charge and spin) (kcal per mole) = 69.0
- total energy (Eh) = -266.61199
- multiplicity = 1
- HOMO level (eV) = -8.5
- molar mass (g/mol) = 84.12


Below is the molecule C4H8N2, with properties calculated with ωB97M-V with the def2-TZVPD basis set.

Last column: Löwdin charge in e.
Element x y z (Å)
C 1.85199 0.06075 -0.10630  -0.1610
N 1.39662 -1.22548 0.40058  0.0253
C 0.63635 -0.58256 -0.65609  -0.2952
C -0.57296 0.27958 -0.42654  -0.3055
C -1.91223 -0.06094 0.11645  -0.1289
N -0.89254 0.55359 0.96323  0.0139
H 2.77503 0.11319 -0.67345  0.0957
H 1.65055 0.92214 0.53002  0.1032
H 0.95270 -1.10013 1.30693  0.0847
H 0.68424 -1.11288 -1.60508  0.1321
H -0.56679 1.12173 -1.12289  0.1392
H -2.19384 -1.08155 0.36147  0.1017
H -2.73917 0.57321 -0.20581  0.1007
H -1.06995 1.53935 1.11745  0.0942

Forces on atoms 1 to 6 (eV/Å):
C 0.234 0.189 -0.138
N -0.137 -0.170 0.252
C -0.072 0.219 -0.249
C -0.113 -0.023 -0.172
C -0.150 -0.183 -0.160
N 0.068 0.266 0.228

Calculated values
- SMILES = C1N[C@H]1[C@H]1CN1
- lowest unoccupied orbital energy (eV) = 1.07
- energy relative to the best compared isomer or geometry (same formula, charge and spin) (kcal per mole) = 52.8
- total energy (Eh) = -266.63785
- multiplicity = 1
- HOMO level (eV) = -9.3
- molar mass (g/mol) = 84.12


Below is the molecule C4H8N2, with properties calculated with ωB97M-V with the def2-TZVPD basis set.

Last column: Löwdin charge in e.
Element x y z (Å)
C 0.12455 1.66397 -0.84191  -0.1621
N -1.00552 1.66692 0.09961  0.0102
C 0.13600 0.74445 0.31616  -0.3771
C 0.92523 -0.83882 -0.22128  -0.0491
C 0.44656 -1.76895 0.80694  -0.2304
N -0.56784 -0.75145 0.59453  -0.0041
H 0.75302 2.55372 -0.84787  0.0978
H -0.01342 1.21327 -1.82510  0.1000
H -1.82651 1.22477 -0.30983  0.0739
H 0.69267 0.99024 1.21132  0.1347
H 0.64941 -1.16774 -1.23282  0.0704
H 0.88736 -1.74668 1.80454  0.1046
H 0.08823 -2.75288 0.50996  0.1119
H -1.28974 -1.03083 -0.06425  0.1193

Forces on atoms 1 to 6 (eV/Å):
C 0.208 -0.022 -0.207
N -0.252 0.000 0.034
C -0.024 0.324 0.139
C 0.241 -0.363 -0.240
C -0.030 -0.109 0.088
N -0.389 0.027 0.137

Calculated values
- lowest unoccupied orbital energy (eV) = 0.94
- energy relative to the best compared isomer or geometry (same formula, charge and spin) (kcal per mole) = 153.2
- total energy (Eh) = -266.47782
- multiplicity = 1
- HOMO level (eV) = -7.4
- molar mass (g/mol) = 84.12


Below is the molecule C4H8N2 at a distorted geometry, with properties calculated with ωB97M-V with the def2-TZVPD basis set.

Last column: Löwdin charge in e.
Element x y z (Å)
C 0.98507 1.19379 1.11899  -0.1813
N 0.81665 0.08988 0.26325  -0.2162
C -0.12163 0.36436 -1.05579  -0.1056
C -0.85452 -0.96392 -1.15266  -0.1331
C -0.70927 -1.43056 0.40765  -0.1120
N 0.11774 -0.72104 1.03890  -0.0496
H 0.08485 1.83101 1.28720  0.0748
H 1.39091 0.71870 2.09977  0.0940
H 2.05925 1.84964 0.91854  0.1314
H 0.48703 0.63433 -1.86922  0.0783
H -0.91710 1.15081 -0.78297  0.1283
H -0.16310 -1.79180 -1.80280  0.1625
H -1.77669 -0.94888 -1.53741  0.0292
H -1.39919 -1.97632 1.06657  0.0993

Forces on atoms 1 to 6 (eV/Å):
C 5.300 2.886 2.270
N -1.006 1.764 -3.263
C -0.757 -0.302 3.401
C 6.404 -3.277 1.877
C -2.103 0.885 -1.166
N -0.814 -2.982 0.446

Calculated values
- SMILES = CN1CCC=N1
- lowest unoccupied orbital energy (eV) = 1.14
- energy relative to the best compared isomer or geometry (same formula, charge and spin) (kcal per mole) = 79.3
- total energy (Eh) = -266.59567
- multiplicity = 1
- HOMO level (eV) = -8.7
- molar mass (g/mol) = 84.12


Below is a cluster of 2 separate species, C4H8N2 in total at a distorted geometry, with properties calculated with ωB97M-V with the def2-TZVPD basis set.

Last column: Löwdin charge in e.
Element x y z (Å)
C 1.56777 -0.78310 0.38488  -0.0384
N 0.65686 0.05746 0.83788  -0.0758
C -0.53437 0.37117 0.26991  -0.4089
C -1.25227 -0.61886 -0.59704  -0.0696
C -1.22713 1.47214 0.82974  -0.2192
N -1.79570 2.39178 1.26012  0.1276
H 1.28892 -1.54934 -0.32295  0.0618
H 2.55541 -0.76323 0.81881  0.0702
H 1.38813 0.46368 -1.27538  0.0692
H 0.97506 0.71888 1.53894  0.1666
H 0.72792 0.85842 -1.27730  0.0777
H -2.06041 -0.12123 -1.13957  0.0876
H -0.59802 -1.08154 -1.34519  0.0627
H -1.69216 -1.41623 0.01715  0.0886

Forces on atoms 1 to 6 (eV/Å):
C -0.152 -0.285 0.321
N 0.036 0.178 -0.154
C -0.062 -0.254 0.298
C -0.004 -0.006 -0.045
C -0.458 0.717 0.467
N 0.519 -0.819 -0.377

Calculated values
- lowest unoccupied orbital energy (alpha / beta) (eV) = 0.49 / 0.49
- energy relative to the best compared isomer or geometry (same formula, charge and spin) (kcal per mole) = 73.2
- total energy (Eh) = -266.60542
- multiplicity = 1
- HOMO level (alpha / beta) (eV) = -7.8 / -7.8
- molar mass (g/mol) = 84.12